The following is a quantum chemistry calculation of a structure of composition C15H28MgO4 at a distorted geometry, from the Open Molecules 2025 dataset.

Geometry as XYZ:
```
48
Properties=species:S:1:pos:R:3
C -0.204 -3.339 -6.353
C 0.584 -2.024 -6.336
C 0.268 -1.054 -5.166
C -0.556 -1.628 -4.013
C -0.339 -0.755 -2.741
C -0.792 -1.570 -1.515
C -1.097 -0.702 -0.284
C 0.030 -0.563 0.725
C -0.512 0.087 2.016
C 0.589 0.730 2.854
C 0.162 0.935 4.304
C 1.319 1.441 5.156
O 1.378 2.874 5.137
C 1.331 3.440 6.397
C 2.555 4.126 6.921
O 0.302 3.396 7.031
O -1.441 0.667 -0.757
C -2.675 0.895 -0.913
O -3.445 0.034 -1.439
H 0.292 -3.997 -7.062
H -0.207 -3.878 -5.411
H -1.205 -3.207 -6.756
H 1.646 -2.231 -6.404
H 0.325 -1.503 -7.254
H -0.175 -0.127 -5.532
H 1.224 -0.757 -4.735
H -1.648 -1.547 -4.231
H -0.261 -2.629 -3.726
H 0.714 -0.530 -2.607
H -0.917 0.198 -2.863
H -0.054 -2.303 -1.218
H -1.721 -2.084 -1.796
H -1.929 -1.166 0.239
H 0.836 0.060 0.341
H 0.383 -1.561 0.967
H -0.984 -0.696 2.613
H -1.292 0.814 1.776
H 0.929 1.666 2.413
H 1.422 0.024 2.867
H -0.133 -0.016 4.747
H -0.664 1.639 4.361
H 1.180 1.120 6.184
H 2.266 1.055 4.780
H 3.378 3.427 7.058
H 2.296 4.506 7.901
H 2.878 4.946 6.287
H -3.049 1.899 -0.688
Mg -2.985 -0.109 -3.273
```

The value obtained for the energy is -29625.7099 eV. As for the gap between HOMO and LUMO: 2.62 eV. Its total charge is +2.

Mulliken population analysis, charges in e, atoms 1 to 5: C -1.16; C -0.52; C -0.70; C 0.10; C -0.39